Entry from the Open Molecules 2025 dataset: a cluster of 12 separate species, C24H72O22 in total (ωB97M-V/def2-TZVPD).

Geometry as XYZ:
```
118
Properties=species:S:1:pos:R:3:forces:R:3
C 0.7120 -0.4154 -0.1584 -0.8 0.5 0.1
C -0.1138 0.6844 -0.7388 -0.4 0.3 -0.1
O -1.1833 0.1668 -1.5334 0.2 0.6 -0.7
H 1.0331 -1.1169 -0.9284 0.3 0.0 0.2
H -0.0171 -0.8540 0.5228 0.6 -0.8 0.4
H 1.4899 0.1192 0.3867 0.4 -0.9 0.1
H 0.5011 1.3693 -1.3226 -0.3 -0.1 -0.4
H -0.5232 1.2392 0.1053 -0.2 0.4 0.0
H -1.8834 -0.2219 -1.0040 -0.2 0.0 0.4
C 3.2098 -3.4180 0.8485 -1.6 1.9 -0.2
C 1.7636 -3.9383 0.7727 1.0 0.9 0.0
O 1.8232 -5.3146 0.7050 -0.8 -1.4 0.2
H 3.8310 -3.6837 -0.0069 0.0 -0.3 0.2
H 3.6906 -3.5382 1.8193 0.0 -0.5 -0.2
H 2.9958 -2.3517 0.7752 0.8 0.6 -0.1
H 1.1641 -3.5553 -0.0532 0.5 0.3 -0.7
H 1.1682 -3.5258 1.5872 0.2 -0.7 0.8
H 2.2162 -5.4492 -0.1604 0.0 -0.6 0.0
C 4.1547 -2.2039 -4.2493 -0.4 1.7 1.6
C 2.8220 -1.6334 -3.5962 0.4 -0.8 -0.5
O 1.7065 -2.1710 -4.2525 0.5 -1.4 -0.6
O 4.5695 -3.5238 -3.8767 -0.9 0.8 -0.6
H 4.9291 -1.5480 -3.8516 0.2 0.0 0.1
H 4.1372 -1.9764 -5.3151 -0.2 -0.6 -0.2
H 2.7452 -0.5477 -3.6536 0.7 0.3 -0.2
H 2.7946 -1.8706 -2.5327 0.2 -0.3 0.3
H 0.8906 -1.6888 -4.0993 -0.4 0.6 0.3
H 3.9887 -4.1016 -4.3770 0.0 -0.4 0.1
C -1.3724 -4.0827 -2.1326 -1.4 -0.4 -2.8
C -2.2483 -3.1316 -1.3770 1.2 1.6 0.4
O -3.6391 -3.3977 -1.1805 0.6 -0.4 -0.4
O -1.3256 -5.2745 -1.5092 0.3 -3.3 2.5
H -0.3563 -3.8394 -2.4432 0.1 1.5 0.5
H -1.8537 -4.3543 -3.0721 -0.4 1.0 -0.7
H -2.1497 -2.1849 -1.9082 -0.2 0.2 0.0
H -1.7376 -3.0000 -0.4231 -0.2 0.2 0.4
H -3.7675 -3.6267 -0.2571 0.1 -0.2 -0.1
H -1.2902 -5.9741 -2.1657 0.0 -0.1 0.3
C -0.9740 3.1260 4.3794 -0.5 0.0 -1.5
C -2.2425 3.1168 5.2238 0.9 -0.1 0.3
O -2.3150 1.9197 5.9166 -0.5 -0.3 1.6
O -1.2003 2.4726 3.1092 -0.9 0.5 0.8
H -0.1763 2.5793 4.8822 -0.1 0.1 0.5
H -0.6298 4.1457 4.2068 0.0 0.3 -0.1
H -3.1819 3.3150 4.7076 0.2 0.2 -0.7
H -2.1465 3.8805 5.9956 0.1 0.3 0.0
H -2.2748 1.1602 5.3308 0.0 -0.2 -0.6
H -0.3723 2.4814 2.6235 0.3 -0.1 -0.1
C -5.4417 0.7668 -1.7870 0.2 0.6 -0.3
C -4.6220 1.0671 -0.5179 0.4 -0.6 -1.2
O -3.9710 -0.1816 -0.1575 -0.3 1.1 0.2
O -6.6807 0.1727 -1.5357 -1.1 -0.5 0.8
H -4.8914 0.0989 -2.4497 0.6 0.2 0.2
H -5.6416 1.6696 -2.3642 0.1 0.4 0.1
H -5.1709 1.4960 0.3205 -0.4 -0.3 -0.1
H -3.8745 1.8148 -0.7833 0.3 -0.3 0.0
H -4.7410 -0.7352 -0.0084 0.1 -0.6 0.1
H -6.7495 -0.7086 -1.9101 0.2 0.1 0.0
C 2.4284 1.1819 3.5814 1.4 1.1 -0.3
C 2.3235 2.5008 2.7232 1.1 -1.0 2.8
O 1.1789 2.3618 1.9868 -0.3 0.4 -1.5
O 2.6188 0.0687 2.7140 0.0 0.6 0.3
H 1.5851 1.0531 4.2599 -0.5 0.2 -0.5
H 3.2729 1.2526 4.2670 0.4 0.1 0.0
H 3.2207 2.7146 2.1423 0.1 -0.7 -0.5
H 2.3253 3.3768 3.3718 -0.7 0.0 0.3
H 1.5136 1.9137 1.2066 -0.6 0.1 -0.6
H 1.8863 -0.5219 2.9044 -0.3 -0.2 -0.5
C 0.4478 -2.7847 5.4424 -1.0 1.2 0.4
C 1.1891 -1.8369 4.5203 0.6 -1.6 1.6
O 0.4125 -1.4125 3.4729 -0.9 1.4 -1.0
O -0.6057 -2.0732 6.1916 1.2 -0.8 -0.7
H 1.1856 -3.2486 6.0970 -0.2 -0.2 0.1
H -0.0537 -3.5060 4.7973 0.0 -0.4 0.2
H 2.0144 -2.4333 4.1312 0.6 0.1 0.0
H 1.5664 -0.9904 5.0939 0.0 0.1 -0.2
H -0.0037 -2.1542 3.0276 -0.4 -0.3 -0.2
H -0.4843 -2.2953 7.1176 -0.1 0.1 0.1
C -2.6285 -0.2655 2.9062 -0.1 0.1 1.0
C -3.0801 -1.6778 2.6343 -1.4 -0.4 -0.9
O -2.0786 -2.6392 2.5683 2.2 -0.9 0.6
O -2.0912 -0.0742 4.2516 -1.0 -0.9 -1.8
H -3.5416 0.3241 2.8236 0.1 0.2 0.2
H -1.9605 0.1376 2.1451 0.3 -0.2 0.1
H -3.5315 -1.7955 1.6491 -0.5 1.2 -0.3
H -3.8650 -2.0220 3.3077 0.1 0.4 0.6
H -2.4793 -3.4877 2.3661 0.1 0.0 0.1
H -1.3204 -0.6442 4.3024 0.4 -0.1 0.2
C 4.1265 2.0017 -1.8608 0.1 -0.5 0.5
C 3.7528 3.0532 -0.7996 0.1 -0.4 0.0
O 2.3555 3.1002 -0.5104 0.5 -0.2 -0.1
O 3.7126 2.3400 -3.1646 0.5 0.5 0.3
H 3.7132 1.0108 -1.6728 -0.5 0.0 0.8
H 5.1880 1.7567 -1.8249 0.4 0.7 -0.2
H 4.0624 4.0503 -1.1127 0.2 0.0 -0.4
H 4.2647 2.8918 0.1491 0.1 -0.4 0.0
H 1.9925 3.5577 -1.2723 -0.8 -0.1 -0.2
H 2.8293 1.9710 -3.2372 -0.4 0.0 -0.6
C 0.8128 1.1248 -5.1265 -0.9 -1.4 -1.8
C -0.5587 0.3834 -5.0178 0.5 0.4 1.3
O -0.4887 -0.6482 -3.9995 0.0 0.3 -1.8
O 1.1715 1.6874 -3.9302 0.2 0.5 1.7
H 0.8058 1.8947 -5.8980 -0.3 0.0 -0.3
H 1.5894 0.4187 -5.4206 0.0 -0.2 0.0
H -0.9922 -0.0202 -5.9328 0.6 -0.2 -0.1
H -1.2782 1.1263 -4.6735 -0.2 0.2 0.1
H -0.7803 -0.2711 -3.1662 -0.2 0.2 0.8
H 0.9440 2.6200 -3.9192 0.1 0.3 0.2
C -1.1796 3.9784 -2.2758 1.4 -0.9 1.5
C -0.1514 4.9063 -2.8002 0.2 1.0 -1.3
O 1.1749 4.3795 -2.8349 -0.4 -0.3 0.2
O -2.3703 4.7127 -2.2741 -0.6 -0.7 -0.1
H -0.8472 3.6580 -1.2884 -0.6 0.3 0.6
H -1.1695 3.0125 -2.7808 -0.5 0.0 -0.7
H -0.2426 5.8776 -2.3140 0.3 -0.2 0.5
H -0.5244 5.1072 -3.8045 0.6 0.2 -0.6
H 1.8348 5.0493 -2.6409 -0.1 0.3 -0.3
H -2.7705 4.5246 -3.1262 -0.4 0.2 0.0
```
Forces are in eV/Å.

gap between HOMO and LUMO	9.05	eV
electronic energy	-2612.63683	a.u.
ΔE to the lowest compared entry with this formula, charge and spin	2.3656	eV
LUMO energy	0.17	eV
structure (SMILES)	OCCO.OCCO.OCCO.OCCO.OCCO.OCCO.OCCO.OCCO.OCCO.OCCO.CCO.CCO
molecular weight	712.82	g/mol

Mulliken population analysis, charges in e, atoms 1 to 4: atom 1 (C): 0.146, atom 2 (C): 0.366, atom 3 (O): -0.052, atom 4 (H): -0.350